Entry 1:
{
  "formula": "C5H6N",
  "method": "ωB97M-V/def2-TZVPD",
  "total_energy_ha": -248.42628,
  "orbital_gap_ha": 0.333,
  "smiles": "CC#[N+]C1=CC1",
  "charge": 1,
  "e_above_lowest_kj_mol": 497.3,
  "symbols": ["C", "C", "N", "C", "C", "C", "H", "H", "H", "H", "H", "H"],
  "xyz": [[-0.21649, 1.80826, 1.86111], [0.16721, 0.77738, 1.09700], [0.27072, -0.22187, 0.46979], [0.11429, -1.08114, -0.54481], [0.10064, -2.23843, -1.20411], [0.20380, -0.78723, -1.96186], [0.09733, 2.69965, 1.50994], [0.17204, 1.54569, 2.90254], [-1.22121, 1.68925, 1.70038], [-0.28499, -3.23175, -1.00379], [-0.61922, -0.40245, -2.48125], [1.21588, -0.55736, -2.34494]],
  "forces_ev_per_angstrom": [[1.355, -0.674, 4.275], [1.897, -7.299, -5.045], [-0.823, 3.825, 3.407], [0.965, -1.617, -1.462], [-1.025, 3.524, 1.566], [1.974, -2.284, -0.103], [1.198, 3.166, -0.903], [-0.935, 0.812, -0.934], [-3.273, 0.394, 0.647], [0.565, -0.128, -0.656], [-1.143, 0.484, -0.715], [-0.754, -0.204, -0.077]]
}



Entry 2:
{
  "formula": "C5H6N",
  "method": "ωB97M-V/def2-TZVPD",
  "total_energy_ha": -248.43984,
  "orbital_gap_ha": 0.359,
  "smiles": "C1=C[N+]2=CC[C@H]12",
  "charge": 1,
  "e_above_lowest_kj_mol": 461.7,
  "symbols": ["C", "C", "N", "C", "C", "C", "H", "H", "H", "H", "H", "H"],
  "xyz": [[1.35228, 0.72745, -0.22509], [1.53875, -0.57630, -0.11767], [0.18846, -0.87786, 0.41951], [-1.04119, -1.01841, -0.08261], [-1.41101, 0.42463, -0.09277], [0.00574, 0.66804, 0.53175], [1.92342, 1.54249, -0.49586], [2.40881, -1.21632, -0.39549], [-1.60785, -1.88110, -0.37987], [-1.14915, 0.56307, -1.21690], [-2.19779, 0.86218, 0.37347], [-0.01047, 0.78213, 1.68152]],
  "forces_ev_per_angstrom": [[-2.068, -0.621, 1.843], [1.198, -0.882, -1.011], [-0.841, 1.254, -1.149], [0.641, 0.730, 1.475], [4.536, -1.445, -2.414], [0.176, -2.327, 2.088], [1.157, 1.372, -0.723], [-1.296, 0.073, 0.484], [0.304, -0.577, -0.340], [-1.317, 0.421, 1.119], [-2.699, 1.246, 0.592], [0.208, 0.755, -1.964]]
}



Entry 3:
{
  "formula": "C5H6N",
  "method": "ωB97M-V/def2-TZVPD",
  "total_energy_ha": -248.33491,
  "orbital_gap_ha": 0.290,
  "charge": 1,
  "e_above_lowest_kj_mol": 737.2,
  "symbols": ["C", "C", "C", "C", "C", "N", "H", "H", "H", "H", "H", "H"],
  "xyz": [[-1.47399, 0.85779, -0.07564], [-0.07975, -1.16923, 0.00239], [0.77790, -0.16081, 0.04763], [-2.09391, -0.45957, -0.05985], [2.20096, 0.13046, 0.02090], [-0.20043, 0.82925, 0.05833], [-1.90741, 1.73927, -0.22773], [-2.55704, -1.08285, 0.84299], [-2.46740, -1.06034, -0.86444], [2.68372, -0.02658, -0.87623], [2.65929, -0.59534, 0.56959], [2.45806, 0.99797, 0.56204]],
  "forces_ev_per_angstrom": [[1.861, -3.593, 0.761], [-1.880, 2.614, 0.135], [-0.532, -1.836, -0.215], [1.213, -3.323, 2.298], [-0.948, 0.189, 1.010], [-1.049, 0.261, -0.658], [-2.079, 3.544, -0.313], [1.399, 2.123, -1.114], [0.219, 0.441, -1.324], [0.560, 0.490, -2.462], [1.180, -2.369, 1.893], [0.056, 1.458, -0.012]]
}



Entry 4:
{
  "formula": "C5H6N",
  "method": "ωB97M-V/def2-TZVPD",
  "total_energy_ha": -248.40379,
  "orbital_gap_ha": 0.376,
  "charge": 1,
  "e_above_lowest_kj_mol": 556.3,
  "symbols": ["C", "C", "C", "C", "C", "N", "H", "H", "H", "H", "H", "H"],
  "xyz": [[0.86361, -0.61459, 1.53832], [-0.02719, -0.24865, 0.40591], [0.18540, -0.50676, -1.20223], [-1.17252, 0.80587, 0.10710], [0.00012, 0.84127, -0.76793], [0.13671, -1.59312, 1.30298], [1.86344, -0.40756, 1.95390], [1.25400, -0.75746, -1.64158], [-0.55352, -1.22105, -1.48148], [-2.17695, 0.65518, -0.30693], [-1.22883, 1.46830, 0.89266], [0.85572, 1.57857, -0.80071]],
  "forces_ev_per_angstrom": [[0.715, -0.064, -1.169], [-1.206, -1.452, 0.501], [3.565, 0.102, -0.828], [0.678, -1.142, 0.003], [1.151, 0.547, -0.766], [-0.265, 1.323, -0.496], [-0.854, 0.143, 0.346], [-2.269, 0.469, 1.156], [-0.875, -0.025, -0.228], [0.559, -1.050, -0.016], [0.061, 1.951, 1.379], [-1.261, -0.802, 0.118]]
}



Entry 5:
{
  "formula": "C5H6N",
  "method": "ωB97M-V/def2-TZVPD",
  "total_energy_ha": -248.40114,
  "orbital_gap_ha": [0.313, 0.313],
  "smiles": "C#[N+]C#CCC",
  "charge": 1,
  "e_above_lowest_kj_mol": 563.3,
  "symbols": ["C", "N", "C", "C", "C", "C", "H", "H", "H", "H", "H", "H"],
  "xyz": [[4.43124, -0.43136, 0.01848], [3.36771, 0.01441, 0.06402], [2.13226, 0.26632, -0.04612], [0.91300, 0.94677, 0.10037], [-0.50454, 0.82580, 0.14570], [-1.01221, -0.58688, -0.23621], [5.41081, -0.94774, -0.14790], [-0.94426, 1.08819, 1.15127], [-1.05481, 1.51003, -0.50478], [-0.70822, -0.94134, -1.20626], [-1.99222, -0.48018, -0.01531], [-0.77784, -1.32494, 0.53102]],
  "forces_ev_per_angstrom": [[0.691, -0.405, -0.216], [2.707, -0.963, -0.323], [-11.058, 5.838, 1.167], [9.311, -5.650, -0.934], [-1.620, 0.271, 0.468], [2.703, -0.298, 1.269], [-1.179, 0.850, 0.411], [0.923, -0.219, -0.631], [0.582, 0.370, -0.221], [-0.281, 0.136, -0.330], [-3.642, 0.101, -0.562], [0.863, -0.030, -0.099]]
}



Entry 6:
{
  "formula": "C5H6N",
  "method": "ωB97M-V/def2-TZVPD",
  "total_energy_ha": -248.35180,
  "orbital_gap_ha": 0.323,
  "charge": 1,
  "e_above_lowest_kj_mol": 692.8,
  "symbols": ["C", "C", "C", "C", "C", "N", "H", "H", "H", "H", "H", "H"],
  "xyz": [[1.41799, -0.84158, -0.57333], [1.84406, -1.99777, -0.20446], [1.33397, 0.26915, -1.54168], [0.04952, 0.56632, -1.27275], [-0.33206, -0.27558, 1.15595], [-0.01111, -0.50123, -0.30135], [2.16289, 0.64921, -2.04566], [-0.81374, 1.13751, -1.63697], [-1.28491, 0.06789, 1.22237], [-0.37007, -1.31265, 1.71074], [0.33406, 0.54615, 1.45396], [-0.66277, -1.31685, -0.47233]],
  "forces_ev_per_angstrom": [[-1.744, 2.110, -1.593], [0.967, -1.593, 0.712], [0.139, 0.433, 0.784], [0.857, -0.235, -0.855], [2.368, -1.383, 0.536], [-2.775, -3.441, 2.633], [0.725, 0.754, -1.281], [0.684, -0.145, 0.311], [-2.966, 1.180, -0.084], [0.903, 2.210, -0.978], [0.048, -0.823, 0.668], [0.793, 0.932, -0.853]]
}



Entry 7:
{
  "formula": "C5H6N",
  "method": "ωB97M-V/def2-TZVPD",
  "total_energy_ha": -248.35295,
  "orbital_gap_ha": [0.302, 0.300],
  "smiles": "C[N+]1=CC#CC1",
  "charge": 1,
  "e_above_lowest_kj_mol": 689.8,
  "symbols": ["C", "N", "C", "C", "C", "C", "H", "H", "H", "H", "H", "H"],
  "xyz": [[-0.88788, -0.35065, -0.08017], [0.48610, -0.12330, 0.11152], [1.57138, -1.17347, 0.52023], [2.67846, -0.45531, 0.17661], [2.63167, 0.68722, -0.39732], [1.23815, 1.03688, -0.37346], [-1.21323, 0.44701, -0.74581], [-1.52120, -0.53446, 0.83768], [-1.04730, -1.39791, -0.68761], [1.26909, -1.98156, 1.09260], [1.16233, 1.72376, 0.54459], [0.61327, 1.53008, -1.09081]],
  "forces_ev_per_angstrom": [[-2.133, -3.420, -1.078], [5.194, -4.579, 1.743], [-3.728, 5.817, -1.975], [0.480, 2.333, -1.252], [0.573, -2.950, 1.167], [-1.678, 0.987, 1.961], [-0.618, -0.046, 0.311], [0.864, 0.875, -0.798], [0.444, 2.610, 1.182], [-0.219, -1.740, 0.662], [0.346, -0.357, -0.909], [0.475, 0.469, -1.013]]
}



Entry 8:
{
  "formula": "C5H6N2",
  "method": "ωB97M-V/def2-TZVPD",
  "total_energy_ha": -303.46918,
  "orbital_gap_ha": 0.278,
  "charge": 0,
  "e_above_lowest_kj_mol": 438.2,
  "symbols": ["C", "C", "C", "C", "C", "N", "N", "H", "H", "H", "H", "H", "H"],
  "xyz": [[0.86298, -1.04706, 0.00457], [0.15307, 0.09372, -0.01970], [0.96449, 1.28218, -0.01856], [2.90121, 0.20000, -0.02869], [-1.34258, 0.15621, -0.03554], [2.26692, -0.93900, 0.00440], [0.67529, 2.48523, 0.01726], [0.44652, -2.04434, 0.03394], [-1.67248, 1.02874, -0.59485], [-1.76036, -0.74176, -0.48736], [-1.71884, 0.24946, 0.98518], [2.76878, -1.82798, 0.03772], [1.42765, 3.16713, 0.03202]],
  "forces_ev_per_angstrom": [[-1.294, 0.701, -0.014], [-0.325, -1.071, -0.061], [3.688, -1.298, 0.031], [-2.092, 1.366, 0.062], [0.042, -0.081, 0.109], [0.605, 0.095, 0.047], [-0.683, 0.169, 0.003], [-0.041, 0.009, -0.055], [-0.027, 0.024, -0.015], [-0.097, 0.007, 0.047], [-0.090, 0.042, -0.059], [0.094, 0.361, -0.051], [0.220, -0.324, -0.044]]
}



Entry 9:
{
  "formula": "C5H6N2",
  "method": "ωB97M-V/def2-TZVPD",
  "total_energy_ha": -303.45499,
  "orbital_gap_ha": 0.357,
  "charge": 0,
  "e_above_lowest_kj_mol": 475.4,
  "symbols": ["N", "C", "C", "C", "C", "C", "N", "H", "H", "H", "H", "H", "H"],
  "xyz": [[2.38030, 0.37907, 1.57234], [1.63226, 0.06576, 0.74304], [1.06632, 0.28341, -0.56921], [-0.13171, -0.48507, -1.04637], [-0.98495, -0.83856, 0.12497], [-1.06695, 0.65328, 0.42579], [-0.18576, 0.97427, -0.74985], [1.81752, 0.54352, -1.31848], [-0.09410, -0.94594, -2.02715], [-1.90165, -1.45103, -0.01650], [0.15600, -1.26739, 1.18243], [-2.03082, 1.13208, 0.28432], [-0.65646, 0.95660, 1.39467]],
  "forces_ev_per_angstrom": [[-0.779, -0.936, -0.099], [1.506, 1.560, 0.430], [-0.298, -1.091, -0.803], [0.865, -0.225, -0.141], [2.576, -1.245, 2.605], [0.071, 0.261, 0.204], [-0.639, 0.967, -0.230], [-0.215, 0.000, 0.287], [-0.282, 0.241, -0.023], [0.983, 0.256, 0.522], [-3.596, 0.211, -2.401], [-0.117, -0.117, -0.120], [-0.075, 0.119, -0.232]]
}



Entry 10:
{
  "formula": "C5H6N2",
  "method": "ωB97M-V/def2-TZVPD",
  "total_energy_ha": -303.49751,
  "orbital_gap_ha": 0.330,
  "smiles": "[H]/N=C\\n1cccc1",
  "charge": 0,
  "e_above_lowest_kj_mol": 363.8,
  "symbols": ["H", "N", "C", "N", "C", "C", "C", "C", "H", "H", "H", "H", "H"],
  "xyz": [[2.20878, -1.49638, 0.39868], [1.60063, -2.10831, 0.27932], [0.40273, -1.78817, 0.37157], [-0.00920, -0.44042, 0.05417], [-1.35630, 0.14552, -0.29271], [-1.32346, 1.54821, -0.30003], [0.08667, 1.87906, -0.18524], [0.81118, 0.61479, -0.14961], [-0.45057, -2.54214, 0.60427], [-2.05554, -0.81945, -0.42805], [-2.36260, 1.81053, -0.47698], [0.64412, 2.75121, -0.24689], [1.80357, 0.44555, 0.37148]],
  "forces_ev_per_angstrom": [[6.968, 7.250, 0.150], [-6.505, -8.358, 0.756], [-1.764, 0.560, -1.276], [-3.608, 1.946, -1.689], [1.264, -4.410, 1.889], [0.436, -4.119, -0.578], [0.026, -4.337, -0.645], [0.847, 2.325, 3.307], [1.406, 1.465, -0.763], [0.758, 3.220, 0.284], [0.631, 1.820, -0.071], [0.334, 1.714, 0.014], [-0.794, 0.924, -1.378]]
}



Entry 11:
{
  "formula": "C5H6N2O",
  "method": "ωB97M-V/def2-TZVPD",
  "total_energy_ha": -378.69878,
  "orbital_gap_ha": 0.364,
  "charge": 0,
  "e_above_lowest_kj_mol": 452.0,
  "symbols": ["C", "C", "C", "C", "C", "H", "H", "H", "H", "H", "H", "N", "N", "O"],
  "xyz": [[-1.54447, 0.62384, 0.82054], [-0.57563, -0.83433, -1.09017], [0.90298, -0.77047, -0.80242], [1.73391, 0.67092, 0.49238], [0.62018, 0.38485, -0.08769], [-1.61302, -0.19750, 1.51217], [-1.44993, 1.52499, 1.35734], [-2.60309, 0.81922, 0.55092], [-0.91494, -1.81976, -0.60898], [-0.77281, -0.82466, -2.20459], [2.10733, 1.24726, 1.26905], [-0.76637, 0.45156, -0.37579], [2.16777, -1.07688, -0.90192], [2.70807, -0.19904, 0.06915]],
  "forces_ev_per_angstrom": [[-3.552, -0.578, -1.003], [-0.530, -3.112, -1.743], [0.698, 0.378, -1.489], [2.958, -0.001, 1.181], [-1.558, -0.349, -0.446], [0.592, -0.661, 0.338], [1.548, 1.178, 0.467], [0.188, -0.606, -0.342], [-0.361, 1.640, -0.550], [-0.417, 0.093, 1.389], [0.321, 1.381, 1.077], [1.153, 0.668, 0.803], [-1.152, -0.236, 1.167], [0.112, 0.206, -0.850]]
}



Entry 12:
{
  "formula": "C5H6N2O",
  "method": "ωB97M-V/def2-TZVPD",
  "total_energy_ha": -378.69053,
  "orbital_gap_ha": 0.353,
  "smiles": "O=C1C=NN[C@@H]2C[C@@H]12",
  "charge": 0,
  "e_above_lowest_kj_mol": 473.7,
  "symbols": ["O", "C", "C", "N", "N", "C", "C", "C", "H", "H", "H", "H", "H", "H"],
  "xyz": [[2.69768, -0.67408, -0.13021], [1.53548, -0.22638, -0.03294], [1.34382, 1.21727, 0.00986], [0.12484, 1.76912, 0.14901], [-1.03172, 1.24674, 0.01809], [-0.83580, -0.11359, -0.32510], [-1.15962, -1.41769, -0.04509], [0.14918, -0.83347, 0.41715], [2.22599, 1.97457, 0.03109], [-1.71100, 1.85246, -0.29691], [-0.51647, -0.07008, -1.43415], [-1.02296, -2.28419, -0.68765], [-1.95465, -1.63842, 0.75740], [0.15524, -0.80227, 1.56944]],
  "forces_ev_per_angstrom": [[-3.277, 0.239, 0.038], [2.887, -1.788, 0.490], [-2.331, 2.307, 0.313], [4.402, 3.157, -0.506], [0.716, -3.405, 1.826], [0.190, 3.912, -5.061], [-2.405, -5.535, 2.416], [2.576, 0.161, 3.211], [-1.715, -1.725, 0.083], [-1.861, 1.281, -0.579], [0.109, -0.089, 1.305], [-0.810, 0.626, -0.828], [1.675, 0.264, -0.881], [-0.156, 0.594, -1.827]]
}